The following is a quantum chemistry calculation of a molecular structure, C15H26CuNO5P in a non-equilibrium geometry, from OMol25.

Its total energy is -2999.22473 Ha. As for the LUMO energy (spin up / spin down): -6.96 / -11.69 eV. The frontier orbital gap (spin up / spin down) is 8.8 / 4.1 eV. As for the expectation value of S²: 0.76.

```
! wB97M-V def2-TZVPD RIJCOSX def2/J DEFGRID3
* xyz 2 2
C 5.76 -1.19 -0.10
C 4.29 -1.49 0.39
O 3.93 -0.61 1.51
P 2.49 0.11 1.34
O 2.09 0.58 2.75
C 1.12 -1.09 0.80
C -0.23 -0.25 0.76
C -1.34 -0.86 -0.16
O -0.71 -1.29 -1.36
C -1.20 -2.55 -1.83
C -2.46 0.17 -0.56
O -2.06 1.53 -0.49
C -2.59 2.24 -1.63
C -3.80 0.03 0.22
C -4.62 -1.14 0.25
C -5.87 -1.14 1.03
N -6.45 -0.16 1.74
C -5.66 0.91 1.66
C -4.37 1.10 0.98
O 2.50 1.41 0.37
C 3.79 1.67 -0.27
C 3.83 3.07 -0.94
H 6.21 -0.32 0.43
H 5.73 -0.94 -1.18
H 6.39 -2.09 0.03
H 3.62 -1.24 -0.46
H 4.18 -2.55 0.70
H 1.45 -1.48 -0.18
H 1.08 -1.93 1.53
H -0.67 -0.24 1.83
H 0.04 0.80 0.53
H -1.83 -1.70 0.39
H -2.03 -2.43 -2.56
H -1.50 -3.25 -1.02
H -0.36 -3.04 -2.38
H -2.70 -0.03 -1.64
H -2.05 1.94 -2.56
H -2.49 3.34 -1.49
H -3.68 2.03 -1.75
H -4.31 -2.05 -0.29
H -6.44 -2.10 1.03
H -6.05 1.81 2.20
H -3.84 2.06 1.05
H 4.64 1.60 0.44
H 3.98 0.93 -1.09
H 4.83 3.26 -1.38
H 3.63 3.87 -0.20
H 3.08 3.17 -1.76
Cu 0.64 -0.45 3.31
*
```

The Löwdin scheme yields these atomic charges, measured in e: -0.050 -0.230 -0.198 0.641 -0.316 -0.174 -0.130 -0.268 -0.159 -0.064 -0.229 -0.170 -0.046 -0.084 0.060 -0.030 0.295 -0.023 0.074 -0.177 -0.251 -0.055 0.088 0.083 0.087 0.093 0.132 0.098 0.108 0.109 0.119 0.150 0.102 0.099 0.108 0.170 0.115 0.112 0.105 0.138 0.157 0.159 0.143 0.122 0.117 0.095 0.089 0.084 0.603

The following is a quantum chemistry calculation of a single C4H4IN molecule in a non-equilibrium geometry, from OMol25.

Its total energy is -507.20296 Ha. As for the LUMO energy: 0.54 eV. The SMILES is IC1=CCC=N1. The frontier orbital gap is 9.4 eV. The value obtained for the energy relative to the best compared isomer or geometry (same formula, charge and spin) is 31.4 kcal per mole.

```
! wB97M-V def2-TZVPD RIJCOSX def2/J DEFGRID3
* xyz 0 1
I 3.35 -0.27 0.07
C 1.21 -0.08 0.00
C 0.19 -1.00 0.03
C -1.08 -0.22 0.01
C -0.53 1.17 -0.03
N 0.75 1.24 -0.01
H 0.45 -1.99 -0.13
H -1.52 -0.62 0.92
H -1.86 -0.35 -0.65
H -0.95 2.12 -0.23
*
```

The Löwdin scheme yields these atomic charges, measured in e: 0.744 -0.766 -0.106 -0.144 -0.134 0.005 0.072 0.133 0.096 0.101

The following is a quantum chemistry calculation of a molecular structure, C53H56CdGe2N10O4SeSi in a non-equilibrium geometry, from OMol25.

Its total energy is -9914.15172 Ha. As for the LUMO energy (spin up / spin down): 1.73 / 1.73 eV. The frontier orbital gap (spin up / spin down) is 4.9 / 4.9 eV. The value obtained for the energy relative to the best compared isomer or geometry (same formula, charge and spin) is 183.6 kcal per mole. As for the expectation value of S²: 0.75.

```
! wB97M-V def2-TZVPD RIJCOSX def2/J DEFGRID3
* xyz -1 2
Cd 0.38 -0.69 0.03
C -5.73 3.54 -0.08
O -5.39 3.90 -1.41
C -2.79 3.72 -1.65
C -2.11 5.04 -1.88
C -0.71 5.29 -1.44
C 0.22 4.41 -1.07
C 0.15 3.02 -0.65
C 1.41 2.44 -0.23
N 1.64 1.20 -0.04
N 2.86 0.87 0.52
C 2.73 -0.04 1.46
O 1.61 -0.55 1.85
C 3.98 -0.48 2.14
C 3.93 -1.62 2.95
C 5.05 -2.01 3.66
C 6.22 -1.27 3.58
C 6.28 -0.15 2.76
C 5.16 0.24 2.04
C -1.02 2.37 -0.31
O -1.03 1.35 0.57
H -6.77 3.22 -0.13
H -5.64 4.38 0.60
H -5.13 2.71 0.30
H -2.14 5.29 -2.95
H -0.39 6.32 -1.59
H 1.22 4.82 -0.95
H 2.23 3.14 -0.01
H 3.00 -2.17 3.00
H 5.01 -2.90 4.28
H 7.09 -1.56 4.17
H 7.20 0.41 2.69
H 5.19 1.11 1.40
C -2.55 -3.71 4.21
N -2.24 -2.64 3.28
C -1.69 -2.78 2.04
N -1.24 -1.70 1.51
C -1.45 -0.67 2.50
N -1.95 -1.33 3.77
C -3.32 -4.83 3.53
C -3.11 -6.16 3.85
C -3.69 -7.17 3.10
C -4.44 -6.88 1.97
C -4.69 -5.54 1.66
C -4.17 -4.53 2.47
C -5.21 -5.08 0.38
N -5.87 -3.99 0.16
N -5.71 -3.69 -1.17
C -4.97 -4.62 -1.68
O -4.66 -5.56 -0.76
C -4.27 -4.61 -2.96
C -3.91 -5.79 -3.60
C -3.12 -5.72 -4.73
C -2.63 -4.50 -5.19
C -2.96 -3.33 -4.52
C -2.35 -2.02 -4.98
N -1.87 -1.20 -3.89
C -1.27 -1.54 -2.74
N -0.85 -0.46 -2.11
C -1.24 0.55 -2.94
N -1.86 0.15 -4.02
C -3.81 -3.38 -3.43
H -3.13 -3.27 5.02
H -1.64 -4.13 4.65
H -1.68 -3.74 1.55
H -0.53 -0.11 2.67
H -2.45 -6.41 4.68
H -3.50 -8.21 3.36
H -4.81 -7.66 1.33
H -4.35 -3.51 2.19
H -4.24 -6.74 -3.21
H -2.84 -6.63 -5.25
H -1.97 -4.47 -6.04
H -3.07 -1.41 -5.52
H -1.52 -2.24 -5.65
H -1.11 -2.56 -2.40
H -1.06 1.60 -2.74
H -4.09 -2.48 -2.89
C 3.57 -4.27 -2.80
Si 2.33 -2.84 -2.64
C 1.27 -2.95 -4.22
C 3.27 -1.20 -2.64
Se 1.11 -3.10 -0.76
H 3.96 -4.33 -3.82
H 3.07 -5.21 -2.57
H 4.41 -4.16 -2.11
H 1.92 -3.08 -5.09
H 0.67 -2.06 -4.38
H 0.61 -3.82 -4.16
H 3.95 -1.12 -3.49
H 3.85 -1.10 -1.72
H 2.58 -0.35 -2.67
C 1.16 3.59 3.04
Ge -0.32 2.53 3.81
C 0.48 1.01 4.79
C -1.22 3.66 5.19
Ge -2.05 2.07 2.07
C -2.74 0.16 2.37
C -3.10 -0.34 3.79
C -4.49 -0.84 4.00
C -5.33 -0.96 2.96
C -4.91 -0.70 1.59
C -3.69 -0.23 1.31
C -2.57 3.50 0.88
C -2.43 2.85 -0.52
C -4.13 4.40 -1.78
C -3.37 5.68 -1.20
C -3.34 5.80 0.29
C -2.97 4.81 1.16
H 1.74 4.05 3.84
H 0.78 4.37 2.37
H 1.81 2.92 2.47
H 1.06 1.41 5.62
H 1.14 0.45 4.13
H -0.27 0.33 5.18
H -0.51 3.92 5.97
H -2.05 3.12 5.64
H -1.61 4.58 4.75
H -2.83 0.38 4.56
H -4.81 -1.06 5.01
H -6.35 -1.30 3.12
H -5.60 -0.95 0.79
H -3.36 -0.11 0.29
H -3.06 1.95 -0.56
H -4.30 4.62 -2.84
H -3.70 6.62 -1.66
H -3.63 6.76 0.69
H -3.01 5.06 2.21
*
```

Atomic partial charges in e from the Löwdin method, atoms 1 to 99: 1.231 -0.088 -0.121 -0.036 -0.219 -0.055 -0.055 -0.164 -0.127 -0.085 0.039 -0.523 -0.224 -0.147 -0.027 -0.094 -0.113 -0.100 -0.038 -0.330 -0.298 0.083 0.078 0.067 0.141 0.102 0.097 0.119 0.111 0.095 0.091 0.093 0.101 -0.085 -0.072 -0.140 0.045 -0.323 0.061 -0.185 -0.031 -0.070 -0.023 -0.132 0.025 -0.286 0.114 0.119 -0.289 0.148 -0.134 -0.019 -0.063 -0.030 -0.195 -0.080 -0.129 -0.215 0.035 -0.183 0.120 0.033 0.125 0.125 0.145 0.061 0.113 0.104 0.117 0.106 0.118 0.106 0.115 0.133 0.118 0.069 0.101 0.131 -0.244 0.044 -0.235 -0.238 0.128 0.017 0.015 0.021 0.022 0.003 0.019 0.021 0.017 0.010 -0.229 0.762 -0.235 -0.270 1.027 -0.362 -0.227

The following is a quantum chemistry calculation of a molecular structure, ClCr in a non-equilibrium geometry, from OMol25.

Its total energy is -1503.98499 Ha. As for the LUMO energy (spin up / spin down): -3.75 / -13.52 eV. The frontier orbital gap (spin up / spin down) is 7.2 / 8.5 eV. The value obtained for the energy relative to the best compared isomer or geometry (same formula, charge and spin) is 0.0 kcal per mole. As for the expectation value of S²: 20.00.

```
! wB97M-V def2-TZVPD RIJCOSX def2/J DEFGRID3
* xyz 1 9
Cr 1.10 0.74 0.00
Cl -1.10 -0.74 0.00
*
```

The Löwdin scheme yields these atomic charges, measured in e: 0.130 0.870

The following is a quantum chemistry calculation of 2 unconnected molecules or ions with the total composition C5H8ClOP, from OMol25.

Its total energy is -1072.09732 Ha. As for the LUMO energy: -0.66 eV. The SMILES is C=CC(=C)C.O=PCl. The frontier orbital gap is 8.6 eV. The value obtained for the energy relative to the best compared isomer or geometry (same formula, charge and spin) is 22.6 kcal per mole.

```
! wB97M-V def2-TZVPD RIJCOSX def2/J DEFGRID3
* xyz 0 1
C -1.95 0.52 -1.42
C -0.69 0.51 -1.01
C -0.09 -0.52 -0.15
C -0.78 -1.11 0.83
C 1.32 -0.90 -0.48
H -2.33 1.28 -2.07
H -2.64 -0.26 -1.13
H -0.01 1.28 -1.36
H -1.78 -0.82 1.07
H -0.34 -1.88 1.44
H 1.73 -1.55 0.28
H 1.94 -0.01 -0.57
H 1.35 -1.41 -1.45
O 1.38 0.82 3.06
P 0.69 1.60 2.06
Cl 2.18 2.44 0.91
*
```

The Löwdin scheme yields these atomic charges, measured in e: 0.028 -0.185 -0.454 0.025 -0.076 0.054 0.061 0.095 0.066 0.069 0.082 0.039 0.088 -0.526 0.484 0.151

The following is a quantum chemistry calculation of a single C7H10 molecule, from OMol25.

Its total energy is -272.57594 Ha. As for the LUMO energy (spin up / spin down): 0.03 / 0.03 eV. The SMILES is CCC1=C=CCC1. The frontier orbital gap (spin up / spin down) is 7.9 / 7.9 eV. The value obtained for the energy relative to the best compared isomer or geometry (same formula, charge and spin) is 89.1 kcal per mole.

```
! wB97M-V def2-TZVPD RIJCOSX def2/J DEFGRID3
* xyz 0 1
C 2.25 0.38 0.16
C 1.19 -0.59 0.69
C -0.19 -0.01 0.72
C -0.40 1.33 0.56
C -1.21 1.33 -0.53
C -1.69 -0.06 -0.95
C -1.39 -0.85 0.37
H 2.09 0.62 -0.90
H 3.24 -0.06 0.25
H 2.21 1.32 0.71
H 1.15 -1.50 0.08
H 1.44 -0.92 1.71
H -1.45 2.21 -1.13
H -2.74 -0.07 -1.28
H -1.10 -0.50 -1.77
H -1.17 -1.91 0.23
H -2.22 -0.73 1.08
*
```

The Löwdin scheme yields these atomic charges, measured in e: -0.110 -0.204 -0.241 -0.025 -0.109 -0.169 -0.118 0.079 0.070 0.066 0.117 0.128 0.081 0.100 0.106 0.107 0.121